Record 1
A molecular structure, C21H26BiClO3P2, computed with wB97M-V/def2-TZVPD.

charge = +2
HOMO-LUMO gap (spin up / spin down) = 5.575 / 5.573 eV
multiplicity = 1
M = 632.82 g/mol
HOMO level (spin up / spin down) = -14.5 / -14.5 eV
energy relative to the best compared isomer or geometry (same formula, charge and spin) = 0.0 kcal per mole

Structure (XYZ):
```
54
Properties=species:S:1:pos:R:3:lowdin_charge:R:1
Bi -0.5681 0.3841 1.3776 1.05
Cl -2.4325 -1.2323 0.9850 -0.02
P 0.4576 -0.1317 -1.2721 1.01
C 2.2125 -0.5998 -1.1448 -0.37
C 3.2354 0.2371 -1.6267 -0.07
C 4.5631 -0.1952 -1.5730 -0.04
C 4.8929 -1.4179 -0.9830 -0.03
C 3.8937 -2.1759 -0.3619 -0.05
C 2.5622 -1.7677 -0.4291 -0.12
C -0.4462 -1.4729 -2.1320 -0.36
C -1.8173 -1.2678 -2.4006 -0.13
C -2.6004 -2.2825 -2.9353 -0.06
C -2.0231 -3.5143 -3.2767 -0.03
C -0.6564 -3.7173 -3.0354 -0.05
C 0.1280 -2.7070 -2.4735 -0.07
C 0.3300 1.3321 -2.3420 -0.38
C -0.3543 2.4682 -1.8741 -0.12
C -0.3864 3.6393 -2.6226 -0.06
C 0.1847 3.6746 -3.8985 -0.03
C 0.7808 2.5156 -4.4153 -0.04
C 0.8524 1.3415 -3.6467 -0.07
H -2.2643 -0.2961 -2.1648 0.11
H -3.6653 -2.1008 -3.1085 0.12
H -2.6286 -4.2914 -3.7454 0.12
H -0.1841 -4.6544 -3.3344 0.12
H 1.2041 -2.8676 -2.3508 0.11
H 2.9960 1.1979 -2.0870 0.11
H 5.3393 0.4133 -2.0358 0.12
H 5.9202 -1.7824 -0.9973 0.13
H 4.1437 -3.1087 0.1446 0.12
H 1.7789 -2.3579 0.0594 0.11
H -0.8391 2.4234 -0.8992 0.04
H -0.8615 4.5294 -2.2051 0.12
H 0.1433 4.5996 -4.4819 0.13
H 1.1825 2.5268 -5.4306 0.12
H 1.3078 0.4440 -4.0782 0.13
H 0.7438 -0.5847 2.0440 -0.05
H -0.4319 2.1494 1.2197 -0.04
C -4.3710 0.5950 4.5127 -0.03
O -2.9766 0.9137 4.4871 -0.28
P -1.5778 0.3722 4.0357 0.65
O -0.5605 1.4822 4.6899 -0.31
C -0.7307 2.8908 4.3268 -0.08
O -1.3144 -0.9974 4.8949 -0.27
C 0.0510 -1.4225 5.0516 -0.09
H -4.6805 0.5015 5.5532 0.11
H -4.5998 -0.3234 3.9563 0.10
H -4.8584 1.4716 4.0835 0.10
H -0.1845 3.1022 3.3956 0.06
H -1.7892 3.1779 4.1955 0.10
H -0.2907 3.4819 5.1324 0.11
H 0.6756 -1.0069 4.2414 0.05
H 0.4256 -1.0725 6.0132 0.11
H 0.0880 -2.5160 4.9623 0.11
```

---

Record 2
A gas-phase ion, C11H14N3 (charge +1), computed with wB97M-V/def2-TZVPD.

charge = +1
HOMO-LUMO gap (spin up / spin down) = 6.696 / 6.680 eV
multiplicity = 1
M = 188.25 g/mol
HOMO level (spin up / spin down) = -11.5 / -11.5 eV
energy relative to the best compared isomer or geometry (same formula, charge and spin) = 142.6 kcal per mole

Structure (XYZ):
```
28
Properties=species:S:1:pos:R:3:lowdin_charge:R:1
C 0.7557 1.8262 -0.3892 -0.02
C 1.4171 1.6368 0.9246 -0.04
C 0.8763 -2.2025 0.6747 0.00
C 0.3863 -1.2263 2.8712 -0.12
C -0.2965 1.0434 -0.6578 -0.22
C 1.0710 0.6837 1.7532 0.02
C 1.7024 -0.8261 -1.1121 -0.21
C 0.3902 -1.2798 -0.4391 -0.20
C -0.4590 -0.1681 0.0986 -0.22
C -1.3137 1.3102 -1.7895 0.03
C -1.7822 -0.4993 0.5809 -0.02
N 0.8215 -2.0562 1.9503 0.14
N 1.8175 -1.1436 -2.3155 0.14
N 0.6601 0.0722 2.8911 0.13
H 0.9171 2.6693 -1.0681 0.13
H 2.3095 2.2624 1.2807 0.15
H 1.3896 -3.2113 0.4470 0.17
H -0.0028 -1.6556 3.6778 0.11
H 2.6075 -0.3595 -0.6620 0.14
H -0.1224 -1.8246 -1.1670 0.14
H -1.1989 2.0784 -2.4772 0.07
H -2.2731 1.3419 -1.4941 0.05
H -1.2611 0.5569 -2.5087 0.08
H -2.3077 -1.3161 0.0719 0.12
H -2.5278 0.2904 0.6925 0.11
H -1.6786 -0.9697 1.5281 0.07
H 2.6636 -0.8254 -2.7700 0.07
H 0.2042 0.6082 3.6181 0.19
```

---

Record 3
2 unconnected molecules or ions with the total composition C4H4IN3, computed with wB97M-V/def2-TZVPD.

SMILES = N#Cn1cccn1.I
HOMO-LUMO gap = 10.593 eV
multiplicity = 1
M = 221.00 g/mol
HOMO level = -10.0 eV
energy relative to the best compared isomer or geometry (same formula, charge and spin) = 0.0 kcal per mole

Structure (XYZ):
```
12
Properties=species:S:1:pos:R:3:lowdin_charge:R:1
C -0.4478 -0.5383 -1.7994 -0.03
C 0.6992 0.0960 -1.1940 -0.14
C -1.4756 -0.2457 -0.9236 -0.04
C -1.5615 0.8228 1.2289 -0.24
N 0.4192 0.7113 -0.0927 0.11
N -2.0699 1.0924 2.2309 0.18
N -0.9463 0.5032 0.0958 -0.13
I 3.3738 -1.4037 2.5839 0.34
H -0.5315 -0.8081 -2.7769 0.06
H 1.6073 0.1587 -1.7053 0.09
H -2.5637 -0.4857 -0.7996 0.15
H 3.4969 0.0973 3.1520 -0.35
```

---

Record 4
A single C5H5F molecule, computed with wB97M-V/def2-TZVPD.

SMILES = FC1=CCC=C1
HOMO-LUMO gap = 9.929 eV
multiplicity = 1
M = 84.09 g/mol
HOMO level = -8.9 eV
energy relative to the best compared isomer or geometry (same formula, charge and spin) = 10.9 kcal per mole

Structure (XYZ):
```
11
Properties=species:S:1:pos:R:3:lowdin_charge:R:1
C 0.4135 -0.8919 -0.7129 -0.28
C 0.1655 0.3239 -1.1501 -0.04
C -0.3762 1.1058 0.0356 -0.17
C -0.3967 0.0182 1.1369 -0.08
C 0.1628 -1.1152 0.6667 -0.04
H 0.0196 0.7324 -2.1389 0.11
H -1.3217 1.7311 -0.2248 0.14
H 0.4097 1.7933 0.5046 0.14
H -0.7012 0.2675 2.1304 0.09
H 0.5139 -2.0623 1.1804 0.14
F 1.1108 -1.9026 -1.4280 -0.01
```

---

Record 5
9 unconnected molecules or ions with the total composition C12H42O9S3, computed with wB97M-V/def2-TZVPD.

charge = +1
HOMO-LUMO gap (spin up / spin down) = 8.425 / 2.824 eV
multiplicity = 2
M = 426.66 g/mol
HOMO level (spin up / spin down) = -11.7 / -11.5 eV

Structure (XYZ):
```
66
Properties=species:S:1:pos:R:3:lowdin_spin:R:1
C 0.1862 0.5709 1.7717 0.00
O -0.4897 0.3617 0.5748 0.00
H 0.2925 -0.3367 2.3659 0.00
H 1.2261 0.8647 1.6291 0.00
H -0.2492 1.3243 2.4281 0.00
H 0.1709 0.1946 -0.1014 0.00
C 1.8803 3.0135 -0.4158 0.00
O 2.4505 3.5819 0.7706 0.00
H 2.1117 3.5043 -1.3612 0.00
H 2.4503 2.0855 -0.3714 0.00
H 0.7998 2.9227 -0.3037 0.00
H 3.4076 3.5065 0.7655 0.00
C 4.0835 0.7389 1.5827 0.00
O 5.2951 -0.0160 1.6722 0.00
H 3.5294 0.3836 0.7139 0.00
H 3.5653 0.7419 2.5417 0.00
H 4.4114 1.7705 1.4550 0.00
H 5.0131 -0.9181 1.8404 0.00
C 2.2386 1.8848 5.1907 0.00
O 2.8192 0.6086 5.5498 0.00
H 1.7439 2.4025 6.0125 0.00
H 3.0691 2.5534 4.9646 0.00
H 1.5343 1.7420 4.3712 0.00
H 2.0429 0.1140 5.8224 0.00
C -1.7151 1.5605 -3.6111 0.00
O -0.4425 1.9787 -3.1917 0.00
H -2.3778 1.4388 -2.7542 0.00
H -2.2106 2.2665 -4.2776 0.00
H -1.5527 0.6059 -4.1113 0.00
H 0.0394 1.2739 -2.7528 0.00
C -2.6381 3.1089 -0.3630 0.00
O -2.3581 2.5487 0.9189 0.00
H -2.8286 4.1819 -0.3414 0.00
H -1.7672 2.9662 -1.0026 0.00
H -3.4206 2.6317 -0.9530 0.00
H -1.8028 1.7854 0.7442 0.00
C 2.9842 -1.0351 -2.9808 0.00
S 1.2584 -1.1516 -2.2694 0.00
O 0.8634 0.2275 -1.6890 0.00
C 0.3341 -1.5289 -3.8523 0.00
H 3.6780 -0.9040 -2.1504 0.00
H 3.1032 -0.1986 -3.6694 0.00
H 3.1948 -1.9318 -3.5635 0.00
H 0.4121 -0.5813 -4.3854 0.00
H -0.7109 -1.8055 -3.7129 0.00
H 0.8466 -2.2875 -4.4438 0.00
C -5.2545 -2.1452 -1.3212 0.05
S -3.4235 -1.7424 -1.2373 0.22
O -2.8536 -1.3647 -2.6238 0.48
C -3.7176 -0.2158 -0.2471 0.04
H -5.4806 -3.0056 -1.9510 0.00
H -5.6102 -1.2550 -1.8399 0.01
H -5.6623 -2.4821 -0.3682 0.00
H -4.3114 0.4906 -0.8271 0.01
H -2.7929 0.3398 -0.0914 0.00
H -4.3002 -0.3929 0.6569 0.00
C -0.4563 -3.9847 2.8872 0.01
S 0.3380 -2.9251 1.5693 0.04
O 1.7871 -3.3152 1.3707 0.10
C -0.5696 -3.5214 0.1004 0.02
H -1.5163 -3.7738 2.7457 0.00
H -0.0643 -3.6008 3.8290 0.00
H -0.2545 -5.0554 2.8571 0.00
H -0.6833 -4.6026 0.0212 0.00
H -0.0669 -3.0809 -0.7606 0.00
H -1.5794 -3.1176 0.1732 0.00
```

---

Which largest force on an atom belongs to each record? In order, 2.68 4.54 3.90 3.88 3.00 eV/Å.